[1]
This record from OMol25 describes a molecular structure, C33H28BCl2N4O8S2W in a non-equilibrium geometry. The level of theory is the ωB97M-V functional and the def2-TZVPD basis.

As for the spin multiplicity: 3. As for the charge: -1. The value obtained for the HOMO-LUMO gap (spin up / spin down) is 6.99 / 8.00 eV. For the HOMO energy (spin up / spin down), the calculation gives -4.82 / -6.12 eV. The value obtained for the energy above the lowest of the compared OMol25 structures with the same formula, charge and spin is 2.801 eV.

Each line ends with the Mulliken charge.
Element x y z (Å)
W -0.09613 0.27263 -0.36037  1.461
O -0.67581 0.45105 5.77924  -0.559
C -0.38267 0.29826 4.46786  0.998
C -0.18597 -0.94995 3.88697  -0.767
C 0.07944 -1.00862 2.53186  0.033
N 0.04285 0.09607 1.79514  0.411
C 0.06963 1.30179 2.37341  0.448
C -0.15515 1.45627 3.71719  -0.975
C 0.76872 2.31258 1.46420  0.328
O 1.03096 3.43097 1.82754  -0.739
O 1.15832 1.73216 0.35760  -0.584
C 0.75557 -2.21667 1.85096  -0.007
O 0.70898 -3.29049 2.45009  -0.844
O 1.34708 -1.87072 0.79712  -0.354
H -0.75534 -0.41790 6.18808  0.308
H -0.15023 -1.86973 4.45804  0.492
H -0.10782 2.43380 4.17484  0.589
C -5.17587 -3.40210 3.02442  -1.815
C -4.97367 -2.40902 1.87252  2.214
C -4.66502 -1.03418 2.46867  -1.890
C -6.26212 -2.30098 1.04413  -1.692
C -3.85072 -2.89488 0.96093  0.288
C -3.91912 -4.18226 0.39202  -0.033
C -2.95432 -4.66589 -0.46610  -1.471
C -1.88215 -3.83689 -0.78347  1.210
S -0.54618 -4.08265 -1.87056  -0.498
C 0.01648 -2.48651 -1.53110  0.214
N -0.70853 -1.84739 -0.65924  0.937
C -1.80494 -2.56557 -0.22666  -1.709
C -2.77588 -2.08943 0.64838  0.279
C 1.10309 -1.77897 -2.19951  1.109
C 1.95572 -2.38604 -3.11523  -0.666
C 2.91052 -1.62060 -3.76118  -0.961
C 2.97532 -0.25068 -3.51472  -0.672
C 2.11822 0.35026 -2.60545  -0.409
C 1.18631 -0.40831 -1.89903  -0.161
H -5.92768 -3.01970 3.71931  0.453
H -4.24405 -3.55127 3.57380  0.375
H -5.51623 -4.37496 2.66677  0.347
H -5.47941 -0.73997 3.13445  0.499
H -4.56618 -0.26955 1.69618  0.289
H -3.74019 -1.04743 3.05089  0.308
H -7.07644 -1.91200 1.66142  0.458
H -6.56656 -3.27398 0.65410  0.359
H -6.11518 -1.62950 0.19605  0.279
H -4.76820 -4.81571 0.61651  0.413
H -3.04136 -5.65602 -0.89371  0.392
H -2.68483 -1.07948 1.02319  -0.061
H 1.86997 -3.44719 -3.32260  0.406
H 3.59625 -2.08296 -4.45942  0.378
H 3.71299 0.35404 -4.02902  0.434
H 2.18316 1.41813 -2.43475  0.518
Cl 4.39463 2.62323 -0.61629  -0.141
C 4.91424 1.24235 0.36850  -0.470
Cl 3.75628 -0.07794 0.39281  0.023
H 5.05234 1.59642 1.38329  0.291
H 5.84503 0.87652 -0.04912  0.364
B -4.14641 -0.36756 -2.78114  0.562
C -2.66259 -0.08932 -2.30825  -0.138
N -1.59211 0.06539 -1.90282  -0.370
H -4.27199 -0.00255 -3.92877  -0.167
H -4.86088 0.26680 -2.02325  -0.214
H -4.31908 -1.56547 -2.65552  -0.203
O -2.36527 1.24207 0.64151  -0.582
C -2.16639 2.15838 -0.16333  0.766
N -0.97916 2.25483 -0.78659  -0.234
S -0.95824 3.38872 -1.98720  0.962
O 0.00094 4.41576 -1.71861  -0.690
O -0.94668 2.75985 -3.27274  -0.655
C -2.58622 3.97817 -1.59247  0.127
C -3.26379 5.04580 -2.14519  -0.871
C -4.53919 5.30605 -1.65900  -0.507
C -5.10258 4.52549 -0.65154  -0.719
C -4.39903 3.46395 -0.09811  -0.182
C -3.13225 3.20873 -0.58685  -0.100
H -2.81890 5.65036 -2.92377  0.457
H -5.10679 6.12977 -2.07288  0.396
H -6.09976 4.75210 -0.29773  0.406
H -4.81548 2.84563 0.68571  0.526


[2]
This record from OMol25 describes a molecular structure, C33H28BrN3O23 in a non-equilibrium geometry. The level of theory is the ωB97M-V functional and the def2-TZVPD basis.

As for the charge: 0. The value obtained for the HOMO-LUMO gap is 7.35 eV. For the HOMO energy, the calculation gives -9.29 eV.

Each line ends with the Mulliken charge.
Element x y z (Å)
N 0.33577 2.09748 -1.62082  0.090
C 1.05966 0.79222 -1.36564  0.722
N 1.45069 0.25418 -2.75832  -0.597
N 0.11201 -0.22120 -0.68999  -0.317
C 2.37354 0.90581 -0.39106  -0.998
O 2.90192 2.26532 -0.20819  -0.331
C 2.22812 2.99279 0.87730  0.699
O 1.18830 2.57103 1.60043  -0.425
O 2.73211 4.36993 1.17774  -0.361
Br 2.74575 5.16086 -0.51451  0.086
H -0.42770 1.94649 -2.33900  0.590
H 1.01459 2.73847 -2.08711  -0.101
H 1.82204 -0.71951 -2.68146  0.292
H 2.17164 0.90095 -3.17954  0.169
H 0.13367 -1.12499 -1.21664  0.174
H -0.85055 0.17810 -0.62105  0.318
H 2.13201 0.34051 0.63049  0.288
H 3.22212 0.23974 -0.90288  0.308
C -2.57712 -5.21798 0.68183  -0.958
C -1.65670 -6.00770 1.23851  0.433
C -0.21407 -5.87713 0.89294  0.900
O 0.61077 -6.60432 1.43502  -0.605
C 0.16659 -4.86610 -0.10582  -0.895
C -0.75442 -4.07884 -0.66493  0.329
C -2.19299 -4.19099 -0.29879  1.042
O -3.01386 -3.44089 -0.81619  -0.650
O -0.40397 -3.12843 -1.60626  -0.619
O -2.01051 -6.97701 2.15904  -0.589
H -3.62884 -5.30053 0.92551  0.449
H 1.21606 -4.79384 -0.36100  0.446
H -1.24495 -2.68810 -1.85797  0.304
H -1.16880 -7.41316 2.41514  0.313
C -3.43276 5.56535 -1.56582  -0.730
C -2.51165 4.63762 -1.83339  0.256
C -2.89623 3.28172 -2.31431  0.848
O -2.02655 2.45633 -2.57004  -0.626
C -4.32945 2.98310 -2.46028  -1.003
C -5.25051 3.90986 -2.18935  0.308
C -4.86467 5.27400 -1.73505  0.928
O -5.73338 6.11035 -1.51140  -0.610
O -6.59927 3.63509 -2.32177  -0.577
O -1.16399 4.90330 -1.67418  -0.552
H -3.16716 6.55560 -1.21773  0.459
H -4.59576 1.98822 -2.79349  0.469
H -7.06049 4.46446 -2.06893  0.349
H -0.70266 4.07590 -1.93280  0.182
C 2.53446 -6.14572 4.48333  -0.845
C 3.54167 -5.56251 5.13612  0.479
C 3.70461 -5.72109 6.60783  0.790
O 4.65088 -5.18871 7.17717  -0.610
C 2.70247 -6.52034 7.33000  -0.867
C 1.69340 -7.10059 6.67753  0.329
C 1.54643 -6.96463 5.20238  0.882
O 0.61881 -7.52490 4.62810  -0.608
O 0.74653 -7.85085 7.35039  -0.566
O 4.47272 -4.78915 4.46741  -0.565
H 2.40533 -6.04065 3.41347  0.472
H 2.82269 -6.61275 8.40180  0.410
H 0.12320 -8.16466 6.65939  0.348
H 5.09936 -4.48039 5.15754  0.346
C -2.68805 2.27869 3.54159  -0.796
C -2.28253 2.18150 2.27398  0.375
C -2.50924 0.94082 1.48218  1.012
O -2.14225 0.88794 0.31362  -0.539
C -3.17165 -0.19099 2.14914  -1.292
C -3.57398 -0.09480 3.41780  0.435
C -3.37191 1.15528 4.20050  0.865
O -3.76910 1.21990 5.35904  -0.613
O -4.19472 -1.15556 4.05159  -0.586
O -1.63673 3.23230 1.64878  -0.537
H -2.53174 3.17531 4.12807  0.469
H -3.31419 -1.09288 1.56774  0.589
H -4.39022 -0.83830 4.96023  0.339
H -1.44670 2.91712 0.73838  0.082
C 3.43157 4.40953 -7.28637  -0.889
C 4.43877 4.99274 -6.63358  0.310
C 4.60171 4.83416 -5.16187  0.649
O 5.54798 5.36655 -4.59253  -0.605
C 3.59958 4.03491 -4.43970  -0.381
C 2.59051 3.45466 -5.09217  -0.120
C 2.44353 3.59062 -6.56732  0.780
O 1.51592 3.03035 -7.14160  -0.618
O 1.64364 2.70440 -4.41931  -0.247
O 5.36983 5.76610 -7.30229  -0.561
H 3.30244 4.51460 -8.35623  0.426
H 3.71980 3.94250 -3.36790  0.641
H 1.02031 2.39059 -5.11031  0.255
H 5.99646 6.07486 -6.61216  0.354


[3]
This record from OMol25 describes a molecular structure, C33H28BrN6O4S2V in a non-equilibrium geometry. The level of theory is the ωB97M-V functional and the def2-TZVPD basis.

As for the charge: +2. The value obtained for the HOMO-LUMO gap is 5.20 eV. For the HOMO energy, the calculation gives -13.27 eV. The value obtained for the energy above the lowest of the compared OMol25 structures with the same formula, charge and spin is 2.328 eV.

Each line ends with the Mulliken charge.
Element x y z (Å)
V 0.86691 -0.04493 1.14972  -0.479
Br 3.86949 -1.84824 3.56530  -0.002
C 4.22447 -0.99737 1.93597  0.299
C 5.53291 -1.09265 1.45494  -0.722
C 5.90286 -0.38558 0.33330  -0.591
C 4.96398 0.44878 -0.26687  -0.764
C 3.70785 0.47409 0.28117  1.106
N 3.29824 -0.25710 1.34043  0.269
C 2.64720 1.35966 -0.24995  -0.366
O 2.56423 1.93177 -1.27669  -0.487
O 1.64738 1.43739 0.75898  -0.237
H 6.24214 -1.70644 1.99063  0.461
H 6.91116 -0.45787 -0.05050  0.482
H 5.18980 1.06421 -1.12587  0.540
C -2.40460 5.36125 -2.69186  -1.667
C -2.98291 4.09024 -2.05291  2.014
C -4.50872 4.21329 -1.92691  -1.672
C -2.67362 2.91380 -2.97732  -1.704
C -2.38778 3.90767 -0.65587  0.131
C -2.59141 4.94295 0.28015  -0.585
C -2.17805 4.83474 1.58151  -1.565
C -1.52439 3.66321 1.95652  0.874
S -1.03179 3.25434 3.55542  -0.332
C -0.51666 1.75680 2.97562  1.053
N -0.63752 1.52280 1.68661  0.139
C -1.25728 2.63422 1.05322  -1.018
C -1.70820 2.76837 -0.26599  0.750
C 0.00234 0.68874 3.79344  0.534
C -0.08367 0.63988 5.17369  -0.883
C 0.18376 -0.55828 5.81895  -0.799
C 0.49024 -1.69111 5.07961  -0.840
C 0.61909 -1.64443 3.69638  -0.677
C 0.43524 -0.41611 3.05464  1.656
H -2.78377 5.46631 -3.70910  0.448
H -1.31514 5.31738 -2.73810  0.378
H -2.68277 6.26281 -2.14740  0.373
H -4.94485 4.39099 -2.91052  0.449
H -4.80541 5.03886 -1.28092  0.363
H -4.94352 3.29743 -1.52295  0.393
H -3.21714 3.04107 -3.91341  0.534
H -2.97892 1.95513 -2.55157  0.397
H -1.61102 2.88030 -3.22646  0.168
H -3.11582 5.83732 -0.02358  0.454
H -2.37177 5.62062 2.29868  0.415
H -1.57693 1.95602 -0.95229  0.179
H -0.41242 1.50304 5.73860  0.468
H 0.10414 -0.61875 6.89559  0.442
H 0.64063 -2.63744 5.58221  0.486
H 0.87939 -2.54151 3.16769  0.822
N -0.78034 -7.79503 -1.58751  -0.432
C -0.28571 -6.60391 -1.21803  1.117
C -0.63039 -6.04555 0.03612  -0.932
C -0.11544 -4.84027 0.41890  -0.608
C 0.74812 -4.14809 -0.44893  -0.208
C 1.08216 -4.67564 -1.70768  -0.324
C 0.58084 -5.89280 -2.07813  -0.921
S 1.40463 -2.67868 0.02111  1.764
O 1.83120 -2.65341 1.39565  -0.667
O 2.27334 -2.12893 -0.98122  -0.698
N 0.14229 -1.44964 0.16660  0.081
C -0.25659 -0.99051 -1.13867  0.147
N -0.06872 0.31876 -1.20735  0.528
C -0.03457 0.81121 -2.45108  -0.514
C -0.32619 0.01986 -3.54701  -0.985
C -0.64291 -1.30748 -3.30592  -0.509
N -0.56286 -1.83881 -2.08038  -0.466
H -1.37976 -8.32296 -0.97811  0.206
H -0.52306 -8.21519 -2.46317  0.206
H -1.29929 -6.58471 0.69345  0.342
H -0.37853 -4.42620 1.38347  0.418
H 1.73595 -4.12677 -2.36903  0.565
H 0.84806 -6.31936 -3.03581  0.332
H 0.21191 1.86055 -2.54725  0.890
H -0.31979 0.43172 -4.54478  0.501
H -0.93179 -1.97585 -4.10715  0.479


[4]
This record from OMol25 describes a molecular structure, C33H28CsN7O5 in a non-equilibrium geometry. The level of theory is the ωB97M-V functional and the def2-TZVPD basis.

As for the charge: -2. The value obtained for the HOMO-LUMO gap is 5.55 eV. For the HOMO energy, the calculation gives -1.62 eV. The value obtained for the energy above the lowest of the compared OMol25 structures with the same formula, charge and spin is 2.912 eV.

Each line ends with the Mulliken charge.
Element x y z (Å)
Cs -0.91115 0.83338 2.39245  1.165
C 4.08449 -0.40200 0.12509  -1.599
C 3.50982 -0.66257 1.47434  0.871
C 3.92028 0.04376 2.60077  -0.684
C 3.40492 -0.25478 3.84325  -0.870
C 2.37658 -1.17816 3.92395  -0.517
C 1.95932 -1.81900 2.77204  -0.035
N 2.63368 -1.67032 1.60788  1.457
C 0.74723 -2.68420 2.76814  0.575
C 0.42936 -3.58406 3.77873  -0.574
C -0.71425 -4.35499 3.62485  -0.687
C -1.49358 -4.21288 2.48100  -0.679
C -1.11040 -3.25792 1.55071  0.474
N -0.02338 -2.52110 1.71404  0.258
C -1.82453 -2.93771 0.28390  0.222
C -2.53031 -3.85165 -0.49027  -1.046
C -3.05169 -3.39233 -1.69203  -0.388
C -2.87042 -2.06825 -2.07076  -0.812
C -2.18381 -1.21245 -1.21328  0.208
C -1.91107 0.24466 -1.42831  -0.465
N -1.69014 -1.66915 -0.06579  0.071
H 5.09254 -0.82923 0.05877  0.404
H 4.12562 0.67793 -0.04242  0.440
H 3.45570 -0.81007 -0.65468  0.111
H 4.62986 0.84915 2.46075  0.447
H 3.70363 0.30773 4.72057  0.383
H 1.80050 -1.30156 4.83240  0.412
H 1.07280 -3.69699 4.64110  0.445
H -0.99246 -5.06870 4.38892  0.391
H -2.39977 -4.78936 2.33958  0.428
H -2.61820 -4.88968 -0.19425  0.396
H -3.58897 -4.07106 -2.34441  0.392
H -3.26544 -1.69224 -3.00630  0.404
H -2.36183 0.68525 -2.31678  0.415
H -0.82855 0.38874 -1.45032  -0.079
H -2.27523 0.76159 -0.53717  -0.051
C -4.49290 4.43393 1.25884  -0.782
O -4.33694 3.55517 0.15726  -0.460
C -3.10433 3.68332 -0.45944  0.514
C -3.07311 4.00479 -1.79497  -0.351
C -1.85661 4.07729 -2.47926  -0.792
C -0.68118 3.83420 -1.78763  -0.383
C -0.67182 3.50605 -0.42913  0.537
C 0.55696 3.29927 0.34431  -0.842
N 1.72156 2.90517 0.02567  -0.819
N 1.89962 2.48977 -1.30212  -0.516
C 1.64306 1.20607 -1.42033  0.272
O 1.22304 0.39799 -0.53071  -0.063
C 1.87881 0.66781 -2.82029  0.631
C 1.67603 -0.68707 -3.07356  0.283
C 1.86362 -1.20349 -4.35079  -0.917
C 2.25185 -0.37339 -5.39318  -0.388
C 2.45735 0.98134 -5.14857  -0.619
C 2.27380 1.49587 -3.87285  -0.812
C -1.91143 3.38443 0.27813  0.283
O -1.97169 3.00591 1.50045  -1.056
H -5.42337 4.15662 1.75819  0.225
H -3.65759 4.33031 1.95328  0.250
H -4.56913 5.47324 0.91254  0.268
H -4.02013 4.18205 -2.29743  0.344
H -1.83303 4.31385 -3.53601  0.331
H 0.27398 3.88446 -2.29679  0.431
H 0.48310 3.50509 1.41276  0.864
H 1.37910 -1.31919 -2.24691  0.117
H 1.70504 -2.26205 -4.52661  0.418
H 2.39563 -0.77534 -6.39082  0.350
H 2.75999 1.64042 -5.95667  0.366
H 2.42796 2.54590 -3.65757  0.410
O -1.62055 -1.43517 5.78934  -0.479
N -1.52753 -0.66344 4.84096  -0.004
O -0.42497 -0.08253 4.68251  -0.425
N 1.93184 -2.98956 -0.30478  -0.369
C 2.80970 -2.86505 0.60068  -0.937
H 1.26307 -2.21382 -0.31494  0.240